Formula: C23H32BaN4O5SSi2
Source: the Open Molecules 2025 dataset
Level of theory: the ωB97M-V functional and the def2-TZVPD basis

The calculation puts the relative energy (zero: lowest compared OMol25 entry of this formula, charge and spin) at 20.1 kcal/mol. The value obtained for the orbital gap is 5.7 eV. The molar mass is 670.1 g/mol. The calculated total energy is -2493.7763 hartree.

```
! RIJCOSX wB97M-V def2-TZVPD def2/J DEFGRID3
* xyz -2 1
Ba -0.1511 0.4103 -0.6913
N -0.1730 2.7005 2.2182
C -0.3668 3.9604 1.5048
C -0.6699 3.7643 0.0014
O -0.8496 4.7603 -0.6937
O -0.7115 2.5489 -0.3676
H -0.9432 2.0779 1.9946
H -0.2341 2.8388 3.2209
H 0.5431 4.5652 1.5655
H -1.1856 4.5718 1.9117
N 1.1853 -2.3216 -1.6994
C 1.6923 -2.9351 -0.4836
C 1.7640 -1.9870 0.7227
O 2.0603 -2.5045 1.8206
O 1.5478 -0.7578 0.5451
H 0.1830 -2.1534 -1.5981
H 1.2782 -2.9663 -2.4747
H 2.7220 -3.2699 -0.6505
H 1.1259 -3.8148 -0.1431
C -2.4988 -4.2479 -1.3029
Si -2.8552 -2.4415 -0.8343
C -3.4154 -2.4743 0.9717
C -4.3638 -1.9291 -1.8660
O -1.5997 -1.4979 -1.0798
H -3.4044 -4.8600 -1.2845
H -1.7816 -4.6910 -0.6097
H -2.0701 -4.3076 -2.3047
H -4.3162 -3.0806 1.1017
H -3.6290 -1.4722 1.3464
H -2.6357 -2.8915 1.6111
H -5.2398 -2.5398 -1.6335
H -4.1517 -2.0326 -2.9314
H -4.6212 -0.8849 -1.6839
S -1.2586 0.2166 4.5303
C 0.2338 -0.5337 4.6129
N 1.1459 -0.2797 3.6064
C 2.3455 -0.8558 3.5138
C 2.7596 -1.6495 4.5710
C 1.8268 -1.8612 5.5754
N 0.6124 -1.3454 5.6180
H 0.8360 0.3176 2.8476
H 2.9960 -0.4716 2.7465
H 3.7274 -2.1221 4.5679
H 2.0855 -2.4963 6.4202
C 3.9560 -1.7603 -5.6297
C 4.6141 -0.7887 -4.8925
C 3.8951 0.1740 -4.1946
C 2.5013 0.2019 -4.1921
C 1.8654 -0.7952 -4.9412
C 2.5664 -1.7520 -5.6543
Si 1.3607 1.4013 -3.1933
C 2.5632 2.7017 -2.4602
C 3.5838 2.3287 -1.5808
C 4.3591 3.2636 -0.9112
C 4.1172 4.6191 -1.0817
C 3.0890 5.0167 -1.9239
C 2.3329 4.0726 -2.5987
H 4.5136 -2.5156 -6.1727
H 5.6992 -0.7758 -4.8608
H 4.4422 0.9286 -3.6419
H 0.7802 -0.8272 -4.9504
H 2.0289 -2.5054 -6.2219
H 0.8350 2.1691 -4.3935
H 3.7642 1.2741 -1.3943
H 5.1415 2.9314 -0.2366
H 4.7081 5.3554 -0.5484
H 2.8632 6.0701 -2.0439
H 1.5209 4.4052 -3.2331
*
```